{
  "formula": "C51H133N23O15",
  "method": "ωB97M-V with the def2-TZVPD basis set",
  "molar_mass_g_mol": 1308.77,
  "orbital_gap_ev": 8.3,
  "e_lumo_ev": 0.05,
  "largest_force_ha_per_bohr": 0.080,
  "charge": 0,
  "elements": ["C", "C", "C", "C", "C", "C", "N", "O", "C", "C", "C", "H", "H", "H", "H", "H", "H", "H", "H", "H", "H", "H", "H", "H", "H", "H", "H", "H", "H", "H", "C", "C", "C", "C", "C", "C", "N", "O", "C", "C", "C", "H", "H", "H", "H", "H", "H", "H", "H", "H", "H", "H", "H", "H", "H", "H", "H", "H", "H", "H", "C", "C", "C", "C", "C", "C", "N", "O", "C", "C", "C", "H", "H", "H", "H", "H", "H", "H", "H", "H", "H", "H", "H", "H", "H", "H", "H", "H", "H", "H", "C", "O", "N", "N", "H", "H", "H", "H", "C", "O", "N", "N", "H", "H", "H", "H", "C", "O", "N", "N", "H", "H", "H", "H", "C", "O", "N", "N", "H", "H", "H", "H", "C", "O", "N", "N", "H", "H", "H", "H", "C", "O", "N", "N", "H", "H", "H", "H", "C", "O", "N", "N", "H", "H", "H", "H", "C", "O", "N", "N", "H", "H", "H", "H", "C", "C", "C", "O", "C", "N", "H", "H", "H", "H", "H", "H", "H", "H", "H", "H", "H", "C", "C", "C", "O", "C", "N", "H", "H", "H", "H", "H", "H", "H", "H", "H", "H", "H", "C", "C", "C", "O", "C", "N", "H", "H", "H", "H", "H", "H", "H", "H", "H", "H", "H", "C", "C", "C", "O", "C", "N", "H", "H", "H", "H", "H", "H", "H", "H", "H", "H", "H"],
  "positions_angstrom": [[-15.474, -21.585, 14.451], [-15.197, -20.487, 15.539], [-16.185, -20.713, 16.678], [-15.801, -20.029, 17.969], [-14.428, -20.470, 18.391], [-13.327, -20.223, 17.325], [-13.845, -20.754, 16.058], [-12.832, -20.648, 15.026], [-13.031, -18.704, 17.223], [-12.122, -21.032, 17.812], [-15.456, -19.061, 14.893], [-15.586, -22.483, 15.061], [-14.608, -21.682, 13.808], [-16.403, -21.339, 13.944], [-17.163, -20.429, 16.305], [-16.239, -21.800, 16.778], [-16.565, -20.310, 18.690], [-15.829, -18.939, 18.014], [-14.298, -21.525, 18.609], [-13.994, -20.058, 19.304], [-13.047, -18.127, 18.155], [-12.047, -18.592, 16.782], [-13.787, -18.232, 16.602], [-11.854, -20.557, 18.756], [-12.418, -22.070, 17.876], [-11.235, -20.890, 17.193], [-16.301, -19.116, 14.217], [-14.609, -18.694, 14.316], [-15.552, -18.385, 15.747], [-12.550, -19.764, 14.752], [-5.826, -11.015, 15.499], [-5.748, -12.318, 16.334], [-7.154, -12.991, 16.485], [-7.651, -13.585, 15.192], [-6.649, -14.498, 14.536], [-5.235, -13.897, 14.343], [-4.864, -13.370, 15.672], [-3.498, -12.897, 15.645], [-4.246, -15.034, 14.041], [-5.166, -12.895, 13.149], [-5.210, -12.030, 17.713], [-6.230, -10.245, 16.157], [-6.435, -11.161, 14.617], [-4.849, -10.647, 15.198], [-6.961, -13.835, 17.143], [-7.762, -12.151, 16.790], [-7.833, -12.798, 14.454], [-8.592, -14.109, 15.386], [-6.869, -14.793, 13.513], [-6.412, -15.313, 15.224], [-4.592, -15.551, 13.143], [-3.280, -14.640, 13.723], [-4.275, -15.780, 14.828], [-4.843, -13.460, 12.280], [-6.153, -12.479, 12.980], [-4.425, -12.117, 13.339], [-5.502, -12.855, 18.352], [-5.621, -11.083, 18.065], [-4.133, -11.902, 17.625], [-3.146, -13.636, 16.152], [-7.836, -15.289, 22.359], [-8.961, -14.251, 22.220], [-10.228, -14.871, 22.776], [-11.345, -13.817, 22.977], [-10.868, -12.650, 23.807], [-9.600, -11.946, 23.289], [-8.625, -13.076, 23.044], [-7.397, -12.522, 22.554], [-9.832, -11.130, 22.018], [-9.028, -11.013, 24.417], [-9.094, -13.941, 20.713], [-8.186, -16.227, 21.925], [-7.649, -15.448, 23.417], [-6.930, -15.050, 21.810], [-10.577, -15.680, 22.142], [-10.000, -15.320, 23.747], [-12.225, -14.300, 23.411], [-11.838, -13.454, 22.064], [-10.648, -12.933, 24.841], [-11.666, -11.914, 23.929], [-10.335, -10.197, 22.286], [-8.918, -10.733, 21.571], [-10.348, -11.698, 21.247], [-9.885, -10.474, 24.818], [-8.582, -11.624, 25.203], [-8.314, -10.305, 23.992], [-8.398, -13.202, 20.331], [-10.080, -13.570, 20.404], [-9.016, -14.852, 20.121], [-7.423, -12.063, 21.699], [-4.589, -16.545, 23.158], [-3.722, -16.587, 22.330], [-4.905, -15.405, 23.955], [-5.399, -17.655, 23.441], [-4.531, -14.524, 23.648], [-5.672, -15.359, 24.606], [-5.085, -18.527, 23.037], [-6.198, -17.575, 24.046], [-10.404, -18.833, 21.182], [-10.725, -18.651, 22.360], [-10.993, -18.118, 20.078], [-9.469, -19.790, 20.729], [-10.455, -17.955, 19.235], [-11.654, -17.364, 20.159], [-8.781, -20.323, 21.275], [-9.398, -19.839, 19.726], [-10.746, -17.705, 13.990], [-10.226, -18.006, 15.103], [-10.345, -18.281, 12.778], [-11.779, -16.794, 13.830], [-9.660, -19.025, 12.769], [-10.764, -18.050, 11.894], [-12.221, -16.572, 12.946], [-12.153, -16.236, 14.596], [-8.228, -22.618, 18.608], [-7.437, -21.739, 18.250], [-8.145, -23.286, 19.828], [-9.283, -23.014, 17.843], [-8.530, -24.208, 19.983], [-7.280, -23.160, 20.337], [-9.313, -22.627, 16.915], [-9.999, -23.657, 18.144], [-4.213, -19.919, 18.755], [-3.101, -19.482, 18.451], [-4.815, -20.937, 17.985], [-4.935, -19.562, 19.875], [-4.253, -21.310, 17.242], [-5.779, -21.221, 18.112], [-4.642, -18.707, 20.341], [-5.916, -19.782, 20.040], [-0.742, -18.944, 20.809], [0.231, -18.586, 21.456], [-2.002, -18.312, 20.783], [-0.793, -20.104, 20.005], [-2.551, -18.467, 19.951], [-2.048, -17.483, 21.350], [0.137, -20.421, 19.774], [-1.457, -20.248, 19.255], [-4.244, -16.073, 18.668], [-3.226, -15.411, 18.706], [-4.991, -16.452, 19.800], [-4.870, -16.555, 17.504], [-4.498, -16.256, 20.653], [-5.877, -16.940, 19.766], [-4.426, -16.283, 16.647], [-5.594, -17.258, 17.509], [-8.043, -18.014, 17.835], [-7.283, -18.028, 18.890], [-8.487, -19.157, 17.265], [-8.495, -16.821, 17.236], [-9.030, -19.145, 16.412], [-8.180, -20.066, 17.603], [-8.070, -15.944, 17.496], [-9.105, -16.880, 16.418], [-11.549, -14.839, 16.959], [-12.262, -13.896, 15.999], [-11.256, -13.236, 15.018], [-11.839, -12.415, 13.969], [-10.839, -11.817, 13.160], [-13.269, -14.702, 15.294], [-11.202, -15.672, 16.367], [-12.315, -15.113, 17.692], [-10.679, -14.548, 17.564], [-12.581, -13.002, 16.568], [-10.733, -14.013, 14.463], [-10.586, -12.687, 15.678], [-11.470, -11.579, 12.299], [-10.108, -12.586, 12.876], [-10.346, -11.037, 13.731], [-13.860, -15.157, 15.969], [-13.759, -14.241, 14.548], [-4.815, -18.825, 14.743], [-5.927, -19.845, 14.506], [-6.933, -19.353, 13.458], [-8.113, -20.206, 13.280], [-7.973, -21.338, 12.426], [-5.285, -21.076, 14.082], [-4.335, -18.682, 13.775], [-4.121, -19.225, 15.475], [-5.150, -17.885, 15.180], [-6.434, -19.814, 15.480], [-6.397, -19.390, 12.506], [-7.355, -18.409, 13.777], [-7.748, -20.845, 11.485], [-8.967, -21.726, 12.622], [-7.199, -22.020, 12.768], [-4.561, -21.391, 14.719], [-5.972, -21.815, 14.081], [-6.501, -21.935, 24.388], [-6.484, -21.336, 22.972], [-5.535, -21.975, 21.993], [-4.166, -21.876, 22.370], [-3.221, -22.348, 21.418], [-7.884, -21.399, 22.477], [-7.269, -21.409, 24.949], [-5.499, -21.957, 24.814], [-6.881, -22.961, 24.346], [-6.181, -20.283, 22.935], [-5.587, -21.581, 20.974], [-5.693, -23.053, 21.876], [-3.019, -21.560, 20.677], [-3.787, -23.080, 20.845], [-2.262, -22.530, 21.897], [-8.089, -22.357, 22.223], [-8.496, -21.154, 23.246], [-9.269, -24.995, 12.886], [-8.784, -25.483, 14.260], [-7.542, -24.670, 14.677], [-7.027, -25.040, 15.953], [-5.996, -24.161, 16.380], [-9.869, -25.355, 15.234], [-8.455, -24.862, 12.166], [-9.799, -24.061, 13.047], [-9.912, -25.776, 12.474], [-8.414, -26.504, 14.144], [-7.771, -23.601, 14.703], [-6.830, -24.815, 13.862], [-5.671, -24.498, 17.363], [-6.244, -23.102, 16.298], [-5.103, -24.262, 15.744], [-10.499, -26.139, 15.124], [-9.502, -25.473, 16.172]],
  "lowdin_charge": [-0.02, -0.49, -0.15, -0.17, -0.14, -0.50, -0.06, -0.04, -0.02, -0.04, -0.02, 0.07, 0.07, 0.08, 0.12, 0.12, 0.11, 0.11, 0.11, 0.12, 0.07, 0.06, 0.05, 0.07, 0.08, 0.06, 0.07, 0.06, 0.06, 0.07, -0.02, -0.48, -0.12, -0.20, -0.13, -0.51, -0.08, -0.03, -0.03, -0.02, -0.03, 0.08, 0.06, 0.09, 0.10, 0.12, 0.10, 0.09, 0.12, 0.10, 0.08, 0.09, 0.05, 0.08, 0.06, 0.08, 0.08, 0.08, 0.09, 0.10, -0.04, -0.51, -0.12, -0.18, -0.15, -0.49, -0.06, -0.05, -0.03, -0.02, -0.03, 0.08, 0.07, 0.07, 0.10, 0.13, 0.11, 0.11, 0.12, 0.12, 0.09, 0.08, 0.06, 0.08, 0.08, 0.08, 0.07, 0.07, 0.07, 0.07, -0.61, 0.02, 0.15, 0.16, 0.10, 0.08, 0.08, 0.09, -0.58, -0.01, 0.13, 0.15, 0.06, 0.08, 0.03, 0.04, -0.56, -0.05, 0.16, 0.16, 0.07, 0.09, 0.10, 0.04, -0.59, -0.04, 0.17, 0.20, 0.11, 0.07, 0.11, 0.11, -0.60, -0.02, 0.17, 0.18, 0.08, 0.02, 0.07, 0.09, -0.61, 0.02, 0.16, 0.12, 0.03, 0.07, 0.09, 0.05, -0.62, 0.04, 0.15, 0.16, 0.04, 0.05, 0.05, 0.05, -0.57, -0.08, 0.19, 0.18, 0.07, 0.06, 0.08, 0.06, -0.06, -0.41, -0.19, -0.21, -0.10, 0.05, 0.04, 0.08, 0.08, 0.14, 0.10, 0.12, 0.10, 0.08, 0.09, 0.08, 0.09, -0.05, -0.45, -0.14, -0.26, -0.08, 0.07, 0.09, 0.07, 0.05, 0.12, 0.13, 0.12, 0.10, 0.09, 0.06, 0.07, 0.03, -0.04, -0.39, -0.24, -0.19, -0.07, 0.03, 0.07, 0.08, 0.08, 0.12, 0.09, 0.12, 0.06, 0.08, 0.10, 0.06, 0.09, -0.06, -0.43, -0.21, -0.18, -0.11, 0.04, 0.08, 0.07, 0.08, 0.13, 0.11, 0.13, 0.09, 0.06, 0.09, 0.07, 0.05]
}